A structure of composition C32H30N5O4PbSeSi at a distorted geometry, computed with the ωB97M-V functional and the def2-TZVPD basis.

HOMO level: -0.3551 hartree
Energy relative to the best compared isomer or geometry (same formula, charge and spin): 27.1 kcal per mole
Largest force on an atom: 3.4 eV Å⁻¹
Frontier orbital gap: 6.4763 eV
DFT total energy: -127776.8351 eV

Geometry as ORCA input:
```
! RIJCOSX wB97M-V def2-TZVPD def2/J DEFGRID3
* xyz 1 1
Pb 12.12 10.80 12.81
C 11.10 8.59 10.15
O 12.17 8.81 11.11
C 13.37 8.19 10.88
C 13.61 7.22 9.93
C 14.88 6.68 9.77
C 15.93 7.24 10.45
C 15.71 8.10 11.52
C 14.42 8.63 11.71
N 14.06 9.42 12.82
N 15.05 9.72 13.62
C 14.84 10.27 14.83
C 13.54 10.20 15.55
O 12.44 9.97 14.99
C 13.56 10.41 16.96
C 14.62 11.01 17.55
C 15.91 11.19 16.90
C 17.01 11.75 17.57
C 18.19 11.91 16.90
C 18.27 11.43 15.54
C 17.24 10.92 14.86
C 16.02 10.75 15.56
H 10.85 7.50 10.17
H 10.27 9.11 10.53
H 11.45 8.91 9.16
H 12.85 6.72 9.28
H 15.12 5.82 9.10
H 16.93 6.88 10.25
H 16.50 8.40 12.13
H 12.64 10.38 17.42
H 14.59 11.40 18.53
H 16.88 12.08 18.56
H 19.04 12.33 17.45
H 19.25 11.57 15.08
H 17.25 10.71 13.81
O 8.72 12.61 12.90
C 9.15 11.49 12.36
N 9.82 11.26 11.32
C 9.97 11.84 10.06
O 9.02 12.21 9.39
C 11.37 11.86 9.50
C 11.52 12.18 8.12
C 12.81 12.11 7.54
C 13.86 11.67 8.37
C 13.63 11.43 9.71
N 12.41 11.51 10.25
C 8.93 10.28 13.23
C 7.66 9.78 13.67
C 7.65 8.48 14.18
C 8.85 7.80 14.39
C 10.04 8.40 14.07
N 10.02 9.58 13.46
H 10.68 12.45 7.50
H 13.02 12.31 6.49
H 14.80 11.53 7.86
H 14.41 11.10 10.42
H 6.80 10.43 13.46
H 6.72 7.95 14.45
H 8.86 6.85 14.87
H 11.00 8.00 14.22
C 11.57 16.11 13.57
Si 10.25 15.01 14.24
C 8.92 15.87 15.09
C 10.91 13.64 15.21
Se 9.40 14.15 12.23
H 12.15 16.55 14.37
H 11.08 16.98 13.08
H 12.26 15.60 12.93
H 9.34 16.20 16.04
H 8.15 15.14 15.33
H 8.56 16.72 14.63
H 11.78 13.91 15.83
H 11.27 12.80 14.69
H 10.12 13.20 15.89
*
```

A structure of composition C19H41B2BeClF11LiN2NaO16P2S2 at a distorted geometry, computed with the ωB97M-V functional and the def2-TZVPD basis.

HOMO level: -0.1763 hartree
Energy relative to the best compared isomer or geometry (same formula, charge and spin): 0.0 kcal per mole
Largest force on an atom: 4.1 eV Å⁻¹
Frontier orbital gap: 1.4361 eV
DFT total energy: -145149.9208 eV

Geometry as ORCA input:
```
! RIJCOSX wB97M-V def2-TZVPD def2/J DEFGRID3
* xyz -1 1
C 4.86 0.09 0.98
C 5.67 0.31 -0.30
C 5.00 1.23 -1.30
C 3.87 0.58 -2.09
O 2.78 0.22 -1.28
P 1.18 0.69 -1.85
N -0.43 1.15 -2.53
C 1.48 2.46 -1.39
C 0.37 3.07 -0.56
O 0.31 4.50 -0.86
C 0.61 2.94 0.97
F -0.58 2.67 1.57
F 1.48 1.98 1.30
F 1.02 4.12 1.51
B 0.42 -0.66 -0.67
N 0.89 -1.97 -0.67
O -0.62 -0.26 0.17
H 3.94 -0.45 0.80
H 5.46 -0.53 1.65
H 4.68 1.03 1.50
H 5.99 -0.63 -0.74
H 6.58 0.81 0.03
H 5.74 1.53 -2.04
H 4.60 2.13 -0.83
H 4.25 -0.32 -2.59
H 3.59 1.28 -2.90
H 1.59 0.27 -3.14
H -1.00 0.35 -2.75
H -0.36 1.76 -3.33
H 1.67 3.04 -2.29
H 2.38 2.47 -0.79
H -0.62 2.69 -0.77
H 1.23 4.79 -0.89
H 1.87 -2.01 -0.40
H 0.40 -2.46 0.08
H -0.22 0.22 0.90
Li -1.20 4.94 -1.93
C -4.45 5.64 3.15
S -3.55 4.85 1.80
O -4.16 5.36 0.52
C -4.17 3.22 2.06
H -4.22 6.72 3.14
H -5.52 5.50 3.03
H -4.13 5.21 4.09
H -5.26 3.22 2.00
H -3.85 2.86 3.04
H -3.77 2.56 1.28
C 5.23 -6.54 0.15
O 4.18 -7.35 0.66
C 3.46 -6.72 1.71
C 2.14 -6.17 1.21
O 2.34 -5.10 0.31
C 2.16 -5.46 -1.05
H 5.63 -7.02 -0.77
H 4.87 -5.53 -0.11
H 6.02 -6.46 0.89
H 4.05 -5.92 2.17
H 3.27 -7.48 2.47
H 1.57 -5.79 2.06
H 1.55 -6.97 0.74
H 1.10 -5.64 -1.25
H 2.74 -6.35 -1.30
H 2.50 -4.63 -1.66
F -4.92 -0.39 -1.46
P -5.66 0.42 -0.23
F -6.19 1.98 0.10
F -4.14 1.15 -0.26
F -6.33 -1.03 0.15
F -6.93 0.58 -1.28
F -5.39 0.36 1.41
B -3.89 9.89 5.77
O -4.80 9.83 6.96
C -5.12 8.58 7.21
O -5.82 8.18 8.09
C -4.43 7.69 6.17
O -4.49 6.48 6.09
O -3.73 8.44 5.36
F -2.66 10.41 6.11
F -4.47 10.60 4.75
Na -2.92 5.91 4.73
O 1.39 -2.88 -4.26
C 0.90 -3.91 -4.63
O 1.21 -5.11 -4.10
C 0.54 -6.16 -4.82
C -0.65 -5.49 -5.49
C -0.11 -4.09 -5.75
H 1.25 -6.59 -5.54
H 0.25 -6.94 -4.12
H -0.99 -6.01 -6.38
H -1.48 -5.44 -4.79
H 0.41 -4.02 -6.71
H -0.89 -3.33 -5.69
Cl 7.50 -7.57 -0.54
Be -3.07 6.48 -1.11
O -1.38 -3.16 0.94
S -2.60 -3.61 0.26
O -3.72 -2.81 0.74
O -2.79 -5.04 0.55
O -2.49 -3.44 -1.19
*
```

The molecule C23H24BrN3O4 at a distorted geometry, computed with the ωB97M-V functional and the def2-TZVPD basis.

HOMO level: -0.3000 hartree
Energy relative to the best compared isomer or geometry (same formula, charge and spin): 1.8 kcal per mole
Largest force on an atom: 1.0 eV Å⁻¹
Frontier orbital gap: 8.2184 eV
DFT total energy: -106944.9408 eV
SMILES: Cc1ccccc1C(=O)N[C@H](CC(C)C)C(=O)OCc1cc(=O)n2cc(Br)ccc2n1

Geometry as ORCA input:
```
! RIJCOSX wB97M-V def2-TZVPD def2/J DEFGRID3
* xyz 0 1
C 1.96 0.51 0.83
C 1.68 1.92 1.22
C 2.33 2.50 2.30
C 2.07 3.80 2.69
C 1.13 4.55 1.99
C 0.48 3.99 0.91
C 0.74 2.69 0.52
C 0.02 2.11 -0.65
O -0.50 1.00 -0.66
N -0.05 2.94 -1.72
C -0.66 2.47 -2.95
C -2.19 2.50 -2.87
C -2.75 3.90 -2.59
C -4.25 3.79 -2.29
C -2.53 4.85 -3.77
C -0.10 1.06 -3.21
O 1.05 0.79 -3.04
O -1.03 0.23 -3.68
C -0.66 -1.15 -3.71
C -0.66 -1.67 -2.30
C -1.77 -1.52 -1.51
C -1.74 -1.85 -0.13
O -2.64 -1.80 0.68
N -0.45 -2.32 0.30
C -0.28 -2.58 1.62
C 0.90 -3.03 2.11
Br 1.10 -3.36 3.96
C 1.99 -3.25 1.23
C 1.83 -2.98 -0.09
C 0.59 -2.49 -0.60
N 0.49 -2.20 -1.86
H 2.06 0.40 -0.25
H 2.87 0.15 1.31
H 1.13 -0.12 1.15
H 3.06 1.92 2.84
H 2.59 4.23 3.53
H 0.91 5.57 2.29
H -0.27 4.57 0.38
H 0.49 3.78 -1.72
H -0.30 3.11 -3.77
H -2.48 1.83 -2.06
H -2.60 2.11 -3.80
H -2.25 4.31 -1.71
H -4.42 3.14 -1.44
H -4.67 4.76 -2.07
H -4.78 3.37 -3.15
H -2.99 5.81 -3.57
H -1.47 5.01 -3.95
H -2.97 4.43 -4.68
H 0.34 -1.27 -4.14
H -1.41 -1.64 -4.34
H -2.68 -1.10 -1.90
H -1.16 -2.40 2.23
H 2.93 -3.61 1.63
H 2.62 -3.12 -0.81
*
```

A cluster of 2 separate species, C3H3FIO3 in total at a distorted geometry, computed with the ωB97M-V functional and the def2-TZVPD basis.

HOMO level: -0.1432 hartree
Energy relative to the best compared isomer or geometry (same formula, charge and spin): 1.7 kcal per mole
Largest force on an atom: 1.8 eV Å⁻¹
Frontier orbital gap: 7.1892 eV
DFT total energy: -20123.4134 eV

Geometry as ORCA input:
```
! RIJCOSX wB97M-V def2-TZVPD def2/J DEFGRID3
* xyz -1 1
I 1.13 -3.66 -0.94
C 0.21 -0.45 0.52
C 0.03 0.11 -0.85
O -0.26 1.47 -0.57
C -0.67 1.60 0.70
O -1.02 2.63 1.18
O -0.59 0.43 1.35
F -1.01 -0.41 -1.53
H 1.23 -0.28 0.88
H 0.03 -1.50 0.73
H 0.91 0.05 -1.48
*
```

The molecule C20H29N5O4S2 at a distorted geometry, computed with the ωB97M-V functional and the def2-TZVPD basis.

HOMO level: -0.3450 hartree
Energy relative to the best compared isomer or geometry (same formula, charge and spin): 4.2 kcal per mole
Largest force on an atom: 1.7 eV Å⁻¹
Frontier orbital gap: 9.5564 eV
DFT total energy: -58522.2268 eV
SMILES: CCc1nnc(NC(=O)[C@@H](NC(=O)c2cccc(S(=O)(=O)N(CC)CC)c2)C(C)C)s1

Geometry as ORCA input:
```
! RIJCOSX wB97M-V def2-TZVPD def2/J DEFGRID3
* xyz 0 1
C 4.23 6.32 -3.28
C 3.95 5.08 -4.12
C 3.40 3.98 -3.29
N 3.16 4.03 -2.04
N 2.68 2.92 -1.51
C 2.51 1.97 -2.35
N 2.03 0.72 -2.10
C 1.44 0.21 -0.97
O 1.01 -0.93 -0.99
C 1.37 1.09 0.26
N 0.31 0.57 1.10
C -0.80 1.28 1.43
O -0.90 2.48 1.29
C -1.86 0.41 2.02
C -2.59 0.82 3.13
C -3.55 -0.01 3.68
C -3.80 -1.26 3.12
C -3.10 -1.65 1.99
S -3.43 -3.25 1.24
O -3.70 -4.18 2.30
O -4.43 -3.05 0.23
N -2.02 -3.65 0.50
C -1.85 -3.44 -0.92
C -2.05 -4.73 -1.73
C -0.98 -4.28 1.27
C 0.14 -3.32 1.68
C -2.15 -0.83 1.43
C 2.73 1.11 0.99
C 2.72 2.20 2.04
C 3.04 -0.25 1.61
S 2.99 2.40 -4.00
H 4.63 7.11 -3.92
H 4.95 6.09 -2.51
H 3.32 6.67 -2.81
H 4.86 4.73 -4.61
H 3.23 5.31 -4.91
H 2.03 0.07 -2.89
H 1.11 2.12 -0.02
H 0.30 -0.43 1.18
H -2.38 1.79 3.55
H -4.11 0.31 4.55
H -4.53 -1.94 3.54
H -0.86 -3.02 -1.11
H -2.61 -2.72 -1.21
H -1.31 -5.48 -1.46
H -1.96 -4.51 -2.79
H -3.04 -5.12 -1.52
H -0.56 -5.11 0.70
H -1.47 -4.69 2.16
H 0.93 -3.87 2.19
H -0.25 -2.56 2.36
H 0.56 -2.84 0.80
H -1.64 -1.14 0.53
H 3.50 1.35 0.24
H 3.66 2.21 2.60
H 2.59 3.17 1.57
H 1.91 2.05 2.74
H 2.96 -1.05 0.87
H 4.06 -0.26 2.00
H 2.37 -0.46 2.43
*
```